Computed, not measured: a molecular structure, C36H62Br25F5GaO in a non-equilibrium geometry, with ωB97M-V/def2-TZVPD.

Last column: Löwdin charge in e.
Positions of all 130 atoms, in Å:
Br: 5.02239 -5.74660 -2.01762  0.597
Br: 2.94491 7.71219 1.27360  0.669
Br: -4.67582 -2.63231 1.84653  0.682
Br: -3.28723 4.59911 -8.85329  0.584
Br: 2.83600 -5.76531 0.96019  0.735
Br: 2.09666 5.64978 -2.14387  0.609
Br: -0.77104 5.75015 1.29161  0.602
Br: -0.58002 11.48610 -6.80309  0.596
Br: 3.12698 -11.48834 1.49888  0.609
Br: -2.50125 8.84617 -8.53156  0.629
Br: -5.46698 -4.03718 -1.47739  0.635
Br: 0.24608 1.03651 -0.70431  0.742
Br: -2.88875 3.10154 -5.49970  0.586
Br: -2.18264 1.48232 4.38618  0.049
Br: -0.60582 -7.10786 2.21355  0.610
Br: 0.71985 7.15248 -7.84950  0.607
Br: -0.90666 7.35579 -3.45448  0.644
Br: -0.67565 3.71408 4.37274  0.483
Br: 1.93097 -8.93834 4.17875  0.599
Br: 0.74274 -14.15226 2.42999  0.598
Br: -6.62585 -4.71447 5.50364  0.616
Br: 1.78788 11.01996 0.10400  0.611
Br: 0.15068 3.07258 -3.78544  0.571
Br: -9.16264 -2.88399 3.53843  0.627
Br: 3.72316 5.44648 -6.53890  0.599
Ga: -1.08587 -0.71828 4.08833  0.188
F: 5.09977 -2.47090 8.36160  -0.009
F: 4.00592 -4.60170 8.50958  -0.033
F: 5.98021 -4.48091 7.16493  -0.021
F: 0.63562 -0.04387 6.40938  -0.119
F: 1.49919 0.54421 4.24109  -0.130
O: -1.41034 -2.11983 1.44871  -0.341
C: 1.70981 -1.87559 4.92051  -0.053
C: 0.66951 4.65666 2.02293  -0.696
C: -3.27752 5.44964 -7.09792  -0.697
C: 0.14692 -8.88594 1.93512  -0.701
C: 2.95926 -12.48908 3.16477  -0.694
C: -6.32327 -2.53146 0.80703  -0.693
C: 2.73598 -2.11473 6.21761  0.067
C: -0.82428 11.16453 -8.71166  -0.693
C: 0.35139 -9.60435 3.24809  -0.691
C: -2.23505 10.71727 -9.01414  -0.682
C: -2.25383 4.81308 -6.18762  -0.710
C: 0.76471 -0.53777 4.99448  -0.357
C: 3.75959 -3.39473 6.29399  -0.059
C: 1.70138 7.55498 -2.28082  -0.691
C: 1.59123 1.97909 -3.05412  -0.683
C: 5.46262 -6.07537 -0.14602  -0.693
C: 4.77160 -3.69718 7.57466  -0.220
C: -2.13413 -2.12498 -1.06128  -0.206
C: 2.82289 -4.23064 3.77841  -0.080
C: 0.25229 7.83709 -1.96085  -0.679
C: -8.40990 -4.66207 3.26001  -0.690
C: -0.81027 -0.90788 2.02797  -0.351
C: 1.76707 -2.96345 3.69458  0.032
C: -6.60197 -3.83493 0.09634  -0.711
C: 3.32788 7.35168 -6.67585  -0.692
C: 0.13335 3.38126 2.62931  -0.678
C: 3.85648 -4.50007 5.04653  0.002
C: -1.34698 -1.97826 -2.52482  -0.139
C: 1.95853 10.32557 1.91880  -0.681
C: -0.90442 -2.22392 0.06667  -0.267
C: -8.20543 -5.38048 4.57297  -0.699
C: 1.87880 7.63379 -6.35588  -0.694
C: 2.62377 -13.93806 2.90072  -0.691
C: 4.38102 -6.87869 0.53708  -0.650
C: 1.05507 0.70369 -2.44774  -0.665
C: 3.19962 9.47697 2.06504  -0.679
H: 1.06778 -2.85043 2.76254  0.086
H: 2.84608 -5.01655 2.89746  -0.110
H: -2.08837 5.43140 -5.30074  0.002
H: -0.29025 -3.22676 -0.10949  0.129
H: -1.97260 -1.89128 4.73410  -0.058
H: 1.99361 7.87047 -3.28608  0.035
H: -7.62575 -3.85380 -0.28805  0.056
H: -7.10761 -2.31548 1.53842  0.001
H: 3.93666 -12.40134 3.64825  0.064
H: -9.14426 -5.18745 2.64279  0.060
H: -1.29462 4.62419 -6.67715  0.041
H: 2.35838 8.03449 -1.54925  -0.006
H: 0.29563 0.21533 -3.06438  0.022
H: 1.51325 7.09041 -5.48038  0.014
H: 2.01976 11.21181 2.55723  0.058
H: -2.99701 11.29540 -8.48434  0.053
H: -0.61278 12.12491 -9.19040  0.056
H: 4.59758 -5.41356 5.09275  0.090
H: 0.94600 2.67513 2.82363  0.058
H: -1.76427 -2.70931 -3.33763  0.070
H: 4.01604 -7.71579 -0.06412  0.051
H: -9.04899 -5.27674 5.26083  0.049
H: -2.83574 -3.06043 -1.00419  0.040
H: -0.06419 10.43860 -9.01278  0.044
H: 2.21091 -11.97385 3.77305  0.017
H: 0.09157 8.90852 -1.81101  0.038
H: 2.72972 -1.34466 7.12691  0.116
H: -0.49217 -9.50061 3.93594  0.057
H: -0.62609 2.89290 2.01267  0.036
H: 1.71808 8.70522 -6.20604  0.052
H: -7.48758 -4.53205 2.68747  0.022
H: -2.66629 -1.09580 -0.88396  0.113
H: 4.08325 9.91416 1.59233  0.052
H: -6.43801 -4.71551 0.72331  0.037
H: 1.31855 4.43584 1.17075  0.043
H: 0.35380 -0.93958 1.84498  0.059
H: 1.06924 -8.75592 1.36258  0.028
H: 6.40225 -6.63513 -0.16954  0.057
H: 3.62011 7.66717 -7.68111  0.050
H: 2.24028 1.75827 -3.90631  0.060
H: 2.13571 2.60398 -2.34107  0.022
H: 1.21398 5.28155 2.73598  0.031
H: -3.02425 6.49623 -7.29101  -0.029
H: -4.29825 5.39352 -6.71005  0.057
H: -0.19571 -2.24525 -2.36212  0.078
H: -0.15574 -1.34995 -0.23452  0.021
H: 3.41465 9.28617 3.12031  0.060
H: 3.20815 -14.37843 2.08834  0.052
H: -8.00860 -6.44334 4.40458  0.056
H: 3.98489 7.83119 -5.94428  0.057
H: 5.63764 -5.10048 0.31706  0.057
H: -1.25575 0.01231 1.41802  0.047
H: -0.58744 -9.41131 1.31790  0.060
H: -1.39171 -0.84239 -2.84845  0.061
H: 1.86772 -0.00244 -2.25343  0.068
H: -0.11325 7.29372 -1.08535  -0.008
H: -2.43242 10.76400 -10.08915  0.058
H: 1.03440 9.78575 2.14257  0.059
H: 2.75956 -14.53686 3.80584  0.059
H: 4.73149 -7.25592 1.50201  0.065
H: -6.22141 -1.68002 0.12868  0.057
H: 0.54823 -10.66721 3.07969  0.015

Net charge: -1
DFT total energy in hartree: -68258.27567
Gap between HOMO and LUMO in eV: 5.8